Molecular formula: C5H14
Method: DFT, ωB97M-V/def2-TZVPD

Summary:
structure (SMILES): CCC.CC
strongest force on any atom: 0.0297 Eh/bohr
energy: -198.87431 hartree
orbital gap: 12.351 eV
ΔE to the lowest compared entry with this formula, charge and spin: 0.404 eV

Geometry (Å):
C  0.21947  -0.26080  -2.04100
C  0.93506  1.07269  -1.76021
C  1.28791  1.35894  -0.31426
H  0.80400  -0.96456  -2.64753
H  -0.72243  -0.12238  -2.56172
H  -0.05892  -0.82211  -1.13778
H  1.76053  1.16723  -2.46636
H  0.24467  1.84387  -2.13052
H  0.38854  1.52999  0.27498
H  1.90222  0.56306  0.11581
H  1.89227  2.26634  -0.28303
C  -0.75870  -1.53622  1.52796
C  -1.35766  -0.27475  2.18630
H  -1.17406  -1.72093  0.53483
H  0.31498  -1.69817  1.62154
H  -1.14870  -2.40648  2.07486
H  -0.80079  -0.01235  3.08864
H  -2.38153  -0.54384  2.42105
H  -1.34687  0.56046  1.49644



Molecular formula: C5H14
Method: DFT, ωB97M-V/def2-TZVPD

Summary:
structure (SMILES): CCC.CC
strongest force on any atom: 0.0339 Eh/bohr
energy: -198.87583 hartree
orbital gap: 12.567 eV
ΔE to the lowest compared entry with this formula, charge and spin: 0.363 eV

Geometry (Å):
C  1.11995  -0.02230  1.35942
C  0.71117  -1.48062  1.12358
C  -0.46597  -1.87967  1.96777
H  0.23766  0.61822  1.32109
H  1.81503  0.29112  0.58724
H  1.71113  0.17580  2.25625
H  0.49516  -1.53608  0.09352
H  1.54235  -2.15724  1.33179
H  -1.29345  -1.16448  1.92559
H  -0.92238  -2.84941  1.76658
H  -0.29839  -1.91145  3.05344
C  -0.86966  2.21425  -2.08506
C  -0.25847  0.79190  -2.19507
H  -0.77572  2.85665  -2.95672
H  -1.90323  2.09848  -1.78555
H  -0.36338  2.68336  -1.26361
H  -0.50974  0.21562  -3.08550
H  0.81613  0.77103  -2.03318
H  -0.78820  0.28482  -1.38159



Molecular formula: C5H14
Method: DFT, ωB97M-V/def2-TZVPD

Summary:
structure (SMILES): CCC.CC
strongest force on any atom: 0.0651 Eh/bohr
energy: -198.83358 hartree
orbital gap: 11.781 eV
ΔE to the lowest compared entry with this formula, charge and spin: 1.512 eV

Geometry (Å):
C  1.59579  -0.08469  0.99316
C  2.09158  -0.20336  -0.51660
C  1.97560  1.13416  -1.21099
H  0.54352  -0.22747  0.85584
H  2.00086  -0.96549  1.55819
H  1.66369  0.93640  1.36067
H  3.18235  -0.32681  -0.49191
H  1.71993  -1.11872  -1.13401
H  2.94892  1.57057  -1.63068
H  1.33341  0.92859  -2.12008
H  1.52915  1.95077  -0.67334
C  -3.43289  -0.56170  0.18514
C  -1.99653  -0.29914  0.55971
H  -3.49845  -1.62798  0.13336
H  -4.11670  -0.33583  0.92578
H  -3.92776  -0.06467  -0.73728
H  -1.65710  -0.35790  1.61721
H  -1.50550  -0.98654  -0.12274
H  -1.61767  0.71346  0.39645



Molecular formula: C5H14
Method: DFT, ωB97M-V/def2-TZVPD

Summary:
structure (SMILES): CCC.CC
strongest force on any atom: 0.0343 Eh/bohr
energy: -198.87212 hartree
orbital gap: 12.382 eV
ΔE to the lowest compared entry with this formula, charge and spin: 0.464 eV

Geometry (Å):
C  1.72544  -1.33022  1.97070
C  1.20999  -0.74251  0.69315
C  -0.04914  -1.50467  0.20090
H  2.66770  -0.93471  2.36258
H  1.94400  -2.39357  1.81107
H  1.04846  -1.36137  2.82909
H  0.98297  0.32625  0.68590
H  1.96643  -0.80463  -0.09587
H  -0.00322  -1.94055  -0.80392
H  -0.15623  -2.42393  0.77553
H  -0.93139  -0.88156  0.26392
C  -0.77115  2.24080  -1.46400
C  -1.96746  1.25644  -1.30720
H  -0.93875  3.12728  -0.85673
H  0.15105  1.79020  -1.10459
H  -0.71674  2.54470  -2.50565
H  -2.87402  1.83008  -1.48754
H  -2.07080  0.80918  -0.32735
H  -1.84483  0.58197  -2.15093